Here is a structure of composition C3H2BrClF4 in a non-equilibrium geometry from OMol25. Energies are from the ωB97M-V functional and the def2-TZVPD basis.

The energy above the lowest of the compared OMol25 structures with the same formula, charge and spin is 0.0 kcal/mol. The multiplicity is 1. The molar mass comes out at 229.398 g/mol. As for the charge: 0. The electronic energy is -96576.60095 eV. For the frontier orbital gap, the calculation gives 0.399 Eh.

Geometry as XYZ:
```
11
Properties=species:S:1:pos:R:3:forces:R:3
Br 1.235 0.506 2.770 -0.10 0.21 -0.15
Cl -0.601 -1.548 -2.383 -0.18 -0.64 -0.73
F -0.897 0.766 -1.412 -0.45 -0.57 0.11
F 1.086 0.192 -1.726 3.17 0.73 -1.18
F 0.431 1.817 0.462 0.51 -0.54 1.37
F -1.222 1.025 1.633 2.11 -0.61 -0.05
C -0.023 -0.284 -1.319 -1.82 0.47 0.42
C 0.015 -0.822 0.049 1.01 4.15 3.20
C 0.113 0.775 1.268 -2.42 -1.56 -3.50
H -0.987 -1.006 0.260 -1.37 -1.34 0.96
H 0.852 -1.420 0.398 -0.45 -0.30 -0.44
```
Positions in Å, forces in eV/Å.

---

Here is a cluster of 5 separate species, C68H49NO10 in total in a non-equilibrium geometry from OMol25. Energies are from the ωB97M-V functional and the def2-TZVPD basis.

The multiplicity is 1. The molar mass comes out at 1040.137 g/mol. As for the charge: 0. The electronic energy is -93273.79982 eV. The structure (SMILES) is O=C1c2ccccc2C(=O)c2ccccc21.O=C1c2ccccc2C(=O)c2ccccc21.O=C1c2ccccc2C(=O)c2ccccc21.O=C1c2ccccc2C(=O)c2ccccc21.CC(C)CCC(=O)OCc1ccccn1. For the frontier orbital gap, the calculation gives 0.304 Eh.

Geometry as XYZ:
```
128
Properties=species:S:1:pos:R:3:forces:R:3
O -0.482 -1.668 5.760 -0.14 -0.08 -0.25
O 6.500 -3.087 7.791 -0.20 0.22 0.07
O 4.027 0.825 -7.690 0.22 0.20 0.15
O -1.115 0.976 -2.495 -2.23 -3.00 -3.57
O 2.810 0.630 8.808 0.26 -0.22 -0.05
O -5.740 5.581 0.852 -0.22 -0.20 -0.09
O 7.633 4.243 -5.747 -0.22 -0.21 -0.11
O -9.356 2.182 -1.108 0.22 0.21 0.14
O -2.812 -3.180 1.205 0.14 0.09 0.22
O -2.967 -0.211 -3.279 2.24 -0.06 0.14
N -1.812 -3.159 -3.755 -3.85 -1.73 -1.20
C 2.614 -0.727 6.374 -0.04 -0.04 -0.20
C 6.701 0.376 -8.363 0.22 -0.10 -0.11
C -1.358 0.355 4.044 -0.03 0.19 -0.13
C -2.498 -0.435 1.627 0.01 0.25 0.01
C 3.651 4.674 -4.533 0.18 -0.09 -0.12
C -5.338 1.575 -2.102 -0.28 0.05 0.10
C -1.108 -3.448 4.364 0.05 -0.40 0.00
C -3.073 -2.673 -3.323 -0.43 -2.59 -1.29
C -8.936 4.029 0.280 -0.22 0.24 0.22
C -2.074 -1.398 2.543 0.02 0.36 -0.04
C 2.704 3.806 -5.072 0.14 -0.11 -0.11
C -7.988 4.905 0.808 -0.35 0.11 0.19
C -6.149 3.688 -0.474 0.19 -0.22 -0.19
C 4.607 -1.929 7.025 -0.20 -0.01 -0.32
C -0.590 -4.409 5.232 0.03 -0.25 0.02
C 6.813 3.446 -6.169 0.66 0.63 0.33
C 4.774 -0.441 9.517 0.27 0.01 0.29
C 4.990 4.554 -4.891 -0.22 0.08 0.11
C 7.229 2.346 -7.068 0.20 -0.24 -0.22
C -2.350 0.916 1.918 0.00 -0.17 0.03
C -3.037 -5.117 -5.131 -1.74 3.04 2.45
C -1.351 -6.157 3.754 -0.03 0.21 -0.05
C -8.384 5.902 1.701 -0.22 0.09 0.11
C 5.388 3.557 -5.783 -0.35 0.11 0.19
C -4.804 3.547 -0.820 0.09 -0.18 -0.12
C -0.708 -5.761 4.925 -0.04 0.21 -0.04
C 5.673 -2.219 8.011 0.63 -0.69 -0.20
C 5.885 0.094 11.590 -0.11 -0.05 -0.19
C 5.724 -1.431 9.264 0.10 0.15 0.35
C 3.574 -2.366 4.888 0.08 0.05 0.21
C -3.062 -1.355 -2.380 -0.14 -1.85 -0.49
C -0.671 -0.156 -4.669 -0.80 0.65 -0.37
C -1.864 -5.201 2.884 0.08 -0.21 0.10
C 4.579 -2.623 5.815 -0.14 -0.03 -0.19
C 4.442 2.676 -6.306 -0.21 0.22 0.21
C 1.363 -2.749 -4.239 1.05 -0.42 0.52
C -1.853 -4.286 -4.610 -1.20 -0.77 -0.49
C -8.526 2.941 -0.636 -0.64 -0.64 -0.40
C -10.672 5.165 1.512 0.15 -0.11 -0.11
C 6.289 1.436 -7.554 0.34 -0.12 -0.11
C 3.670 -0.198 8.561 -0.73 0.68 0.16
C -6.562 4.788 0.426 0.67 0.59 0.30
C 8.573 2.211 -7.417 0.13 -0.16 -0.12
C -0.990 -2.013 4.707 0.30 0.28 0.81
C -7.091 2.783 -0.964 0.31 -0.12 -0.10
C -10.281 4.167 0.626 -0.13 0.15 0.16
C 6.819 -0.912 11.350 -0.08 -0.05 -0.18
C 4.861 0.326 10.679 0.15 0.02 0.22
C 8.978 1.157 -8.229 -0.14 0.10 0.11
C 8.044 0.234 -8.694 -0.17 0.11 0.09
C -4.401 2.493 -1.632 -0.03 0.12 0.09
C 1.499 -1.312 -3.532 0.80 -0.23 0.64
C -1.590 0.230 -3.399 1.89 2.10 2.46
C -4.463 -4.651 -4.650 5.20 2.40 1.18
C -4.368 -3.381 -3.747 0.78 -1.00 -0.64
C -1.735 -3.844 3.183 0.08 -0.34 0.15
C -9.723 6.028 2.055 0.18 -0.09 -0.12
C -2.252 -2.834 2.232 -0.44 -0.23 -0.82
C -6.682 1.722 -1.774 0.24 -0.06 -0.07
C 2.587 -1.424 5.171 0.14 0.02 0.15
C -1.489 -1.002 3.747 -0.06 0.32 -0.16
C 0.944 -1.424 -2.023 -0.48 0.25 -0.79
C 3.098 2.808 -5.957 -0.14 0.15 0.16
C 3.630 -0.971 7.299 -0.12 -0.12 -0.37
C 0.903 -0.084 -4.371 0.23 -0.45 -0.43
C 4.855 1.588 -7.221 -0.67 -0.63 -0.37
C -1.789 1.311 3.130 0.04 -0.19 0.06
C 6.740 -1.673 10.189 0.07 0.11 0.21
H -2.360 -5.516 1.971 0.05 0.21 0.08
H -0.299 -6.507 5.599 -0.04 0.09 -0.06
H -0.917 0.670 4.984 -0.04 -0.20 -0.08
H -0.135 -1.805 -2.102 1.48 0.58 0.28
H -0.891 0.670 -5.452 0.17 -1.19 1.26
H -5.021 0.747 -2.725 -0.01 0.17 0.04
H 2.356 2.132 -6.369 0.23 0.01 -0.03
H 5.955 0.696 12.491 -0.02 -0.06 -0.09
H 1.845 0.009 6.586 0.16 -0.11 0.11
H 1.516 -2.192 -1.383 -0.67 1.32 -1.09
H 1.659 3.904 -4.798 0.11 -0.02 -0.03
H 7.474 -2.451 10.005 -0.17 0.08 -0.13
H 5.977 -0.343 -8.732 -0.03 0.20 0.12
H 5.722 5.236 -4.469 0.02 -0.17 -0.17
H -5.428 -5.178 -4.926 1.44 0.94 0.48
H -4.034 -1.358 -1.780 1.25 0.44 -1.01
H 3.557 -2.903 3.945 0.01 0.05 0.10
H -1.682 2.366 3.360 -0.01 -0.12 -0.02
H -0.090 -4.108 6.148 -0.11 0.13 -0.16
H -2.674 1.663 1.200 0.02 -0.09 0.06
H 4.133 1.107 10.874 0.01 -0.16 -0.17
H -11.025 3.495 0.211 0.24 0.00 -0.02
H 7.613 -1.098 12.066 -0.08 0.01 -0.08
H -10.028 6.800 2.753 0.05 -0.08 -0.08
H 1.799 -1.230 4.452 0.09 0.01 0.10
H 1.214 0.926 -3.914 -0.74 -1.60 -0.47
H 2.422 -3.215 -4.298 -1.65 0.74 -0.01
H 8.362 -0.595 -9.318 -0.05 0.09 0.06
H -2.941 -0.736 0.683 0.05 -0.10 0.19
H 3.345 5.446 -3.835 0.05 -0.08 -0.08
H -1.449 -7.211 3.518 0.00 0.12 0.02
H 0.772 -3.455 -3.546 0.61 1.15 -1.43
H -3.353 2.382 -1.897 -0.09 -0.05 0.02
H 0.972 -2.728 -5.310 0.23 0.02 1.53
H 1.425 -0.114 -5.405 -0.88 -0.01 1.55
H -7.408 1.007 -2.147 -0.03 0.20 0.12
H -2.184 -1.355 -1.642 -1.25 -0.19 -1.15
H 2.635 -1.110 -3.430 -1.79 -0.12 -0.28
H -0.821 -4.646 -4.981 -1.76 0.74 0.78
H -7.650 6.580 2.125 0.02 -0.17 -0.17
H -2.916 -6.025 -5.827 0.02 1.71 1.32
H -5.357 -2.946 -3.354 1.71 -0.72 -0.64
H 9.307 2.923 -7.053 -0.23 -0.02 0.05
H -1.009 -1.135 -5.175 0.58 1.44 1.14
H 10.025 1.051 -8.496 -0.11 0.02 0.04
H -4.068 4.256 -0.453 -0.22 -0.01 0.04
H 5.343 -3.360 5.589 -0.04 0.12 0.20
H 0.947 -0.373 -1.569 0.01 -1.64 -0.32
H -11.718 5.268 1.783 0.11 -0.02 -0.04
```
Positions in Å, forces in eV/Å.

---

Here is a cluster of 8 separate species, C37H68Cl15F4N8O3S3 in total in a non-equilibrium geometry from OMol25. Energies are from the ωB97M-V functional and the def2-TZVPD basis.

The multiplicity is 1. The molar mass comes out at 1376.992 g/mol. As for the charge: +1. The electronic energy is -288735.30631 eV. For the frontier orbital gap, the calculation gives 0.246 Eh.

Geometry as XYZ:
```
138
Properties=species:S:1:pos:R:3:forces:R:3
Cl -2.541 -6.136 3.382 0.00 0.03 -0.03
Cl -11.395 1.035 -4.864 -0.01 0.02 0.02
Cl 0.747 -9.468 0.811 0.01 -0.49 -0.08
Cl -1.133 5.581 -2.420 -0.05 -0.09 0.06
Cl 3.133 2.133 -4.850 -0.31 0.05 -0.29
Cl 1.987 -2.031 -2.983 0.17 1.23 0.57
Cl 0.179 -5.102 5.157 0.01 0.07 -0.08
Cl -9.838 3.793 -3.595 -0.02 0.02 0.06
Cl 6.878 -2.405 -0.959 -0.14 -0.01 -0.07
Cl 0.393 8.313 -1.060 -0.02 -0.05 0.02
Cl 5.134 0.802 -7.266 -0.05 0.00 0.05
Cl -0.162 6.842 6.788 0.00 -0.07 -0.02
Cl -1.440 -9.508 3.412 0.02 -0.48 -0.32
Cl 6.275 0.188 1.196 0.66 -0.20 0.09
Cl 1.388 4.387 5.006 0.37 -0.05 0.01
S -3.499 -0.434 1.370 4.49 -0.77 0.97
S -2.276 0.043 -3.457 -0.52 0.94 0.81
S -2.415 -2.117 -1.371 -0.97 1.32 -1.45
F 2.262 4.123 -0.902 0.50 -2.01 0.74
F 5.211 2.105 -1.191 -1.97 0.56 -0.18
F 4.445 4.017 -2.065 -0.45 -1.83 0.60
F 3.666 3.348 0.642 -1.22 -0.83 -1.68
O -7.024 0.260 -3.513 0.89 -0.63 0.34
O 1.504 -3.945 1.786 -1.62 0.90 -0.92
O 3.420 0.538 1.185 0.01 0.12 -0.84
N -0.924 1.146 5.324 -0.34 -0.44 -1.83
N -0.914 -0.353 2.677 -2.65 -0.88 -3.11
N 1.448 2.078 1.151 -2.48 -2.82 -1.15
N 1.365 -0.359 0.861 -0.45 3.51 0.53
N -1.687 3.358 4.827 0.30 -0.72 -0.99
N -4.655 -0.775 -1.932 1.79 0.64 -1.31
N -0.249 0.848 2.345 1.34 0.31 -0.63
N -3.015 1.571 4.032 0.91 -0.20 -0.05
C -1.431 1.367 -2.435 1.19 -0.03 0.66
C 0.513 -4.941 1.367 1.27 -0.85 0.11
C 2.467 0.290 0.076 3.40 0.47 1.32
C 8.090 -1.389 -0.147 0.15 0.16 0.02
C 0.794 0.822 1.518 0.89 0.60 -0.80
C 4.782 2.528 -7.002 -0.04 0.06 -0.04
C 7.640 -0.966 1.232 0.34 -0.17 0.14
C -5.104 0.631 -1.849 -0.95 1.08 0.74
C 0.783 -2.698 1.796 0.32 0.94 1.97
C 1.219 -6.357 1.539 -0.67 1.18 -0.24
C -6.620 0.879 -2.273 0.07 0.99 0.42
C -1.303 -5.851 5.807 -0.22 -0.10 0.12
C -1.883 -6.880 4.862 0.17 0.01 0.29
C 1.109 7.141 -2.194 0.08 -0.06 -0.08
C 2.956 2.955 -0.513 2.03 0.69 0.51
C 0.096 6.618 -3.190 0.26 0.12 -0.17
C 1.803 -1.456 1.773 0.04 -1.76 0.78
C 4.614 2.856 -5.534 0.38 0.31 -0.12
C -1.937 -0.524 1.875 -2.24 1.51 1.98
C 2.920 -0.520 -2.454 2.28 -0.35 -0.81
C 1.583 6.693 6.469 0.10 -0.01 0.04
C -6.081 -0.711 -3.973 1.48 -1.41 -0.41
C 0.786 2.017 -1.296 -0.20 -1.29 -1.26
C 1.947 1.751 -0.242 -0.74 1.69 0.36
C -0.752 2.121 2.928 0.20 1.60 0.47
C 0.699 -10.647 2.144 0.03 -0.18 0.11
C -9.137 2.574 -4.690 0.12 -0.15 -0.09
C 4.275 -0.572 -3.321 -0.42 0.54 -0.55
C -3.241 -0.921 -2.221 0.42 -1.57 1.89
C 4.044 2.724 -1.640 0.85 1.41 -1.01
C -10.156 2.030 -5.668 0.14 0.07 -0.11
C 1.864 6.102 5.104 0.16 0.45 -0.03
C -0.153 0.775 -1.630 -1.57 0.61 -0.50
C -1.607 1.973 4.254 -0.49 1.09 1.68
C -0.714 -10.923 2.607 0.06 -0.29 -0.06
C 3.334 -0.570 -0.922 -1.35 -1.11 -0.99
C -5.530 -1.617 -2.789 -1.76 0.26 0.18
H 0.571 -7.131 1.027 0.94 1.06 0.88
H -2.017 -5.055 6.022 0.09 -0.05 -0.11
H -9.660 1.388 -6.398 0.03 0.03 0.11
H 0.817 2.866 0.961 -0.20 -0.40 1.00
H -1.010 2.156 -3.128 -0.82 -0.99 0.32
H 3.235 -1.660 -0.597 0.14 1.43 -0.35
H 4.270 0.924 0.878 -1.03 -0.39 -0.02
H -2.709 -7.404 5.347 0.04 0.10 0.00
H 9.001 -1.984 -0.071 -0.09 0.03 0.09
H -0.019 -2.619 1.005 1.05 -0.09 0.46
H 1.297 2.303 -2.279 -0.76 -0.28 1.17
H -8.703 1.781 -4.080 -0.16 0.07 -0.12
H -0.730 3.608 5.114 -0.90 -0.03 0.00
H -6.498 -1.414 -4.763 -0.13 1.21 1.02
H -2.243 3.281 5.685 0.37 0.06 -0.31
H -1.598 0.408 5.549 0.66 0.06 0.10
H 0.103 2.900 -1.048 1.22 -1.02 0.08
H 0.157 2.754 3.207 -1.02 -1.00 -0.33
H 1.552 6.334 -1.612 -0.11 0.07 -0.03
H -0.094 0.702 4.912 -0.37 -0.07 0.52
H -6.427 -1.901 -2.142 1.09 0.16 -0.91
H -6.728 2.006 -2.429 0.18 -1.39 0.25
H 0.306 -4.729 0.271 -0.12 -0.37 1.22
H 1.967 -1.012 2.802 -0.27 -0.70 -1.13
H 2.004 7.698 6.529 -0.02 -0.07 -0.11
H 1.346 -6.570 2.647 -0.17 0.08 -1.44
H 2.805 -1.912 1.481 -1.28 1.00 0.00
H 1.319 -10.263 2.955 -0.12 0.04 -0.08
H 0.293 0.002 -2.318 -0.17 0.81 0.98
H -1.313 2.750 2.159 0.39 -1.11 0.97
H 2.391 0.414 -2.787 0.10 -1.20 0.54
H -1.362 -11.208 1.778 0.08 0.14 0.04
H 0.598 6.008 -3.942 0.01 0.01 0.11
H -8.329 3.066 -5.234 -0.10 -0.01 -0.03
H -3.137 0.557 4.075 0.04 0.45 0.00
H 1.911 7.661 -2.721 -0.11 -0.02 -0.04
H -3.635 2.011 4.715 0.36 -0.14 -0.32
H 5.464 2.508 -4.945 -0.12 -0.09 -0.06
H 4.913 0.353 -3.128 -0.74 -1.19 0.03
H -5.032 -2.571 -3.119 -0.31 1.23 0.29
H -7.362 0.631 -1.443 1.04 -0.11 -1.05
H 4.878 -1.495 -3.123 -0.64 0.86 0.04
H 5.622 3.089 -7.411 -0.03 -0.01 0.13
H -2.147 1.891 -1.738 0.64 -0.65 -0.74
H -4.469 1.377 -2.413 -0.40 -1.10 0.28
H -0.713 -11.737 3.333 0.06 0.10 -0.02
H -0.420 7.431 -3.701 -0.02 -0.07 0.16
H 4.529 3.936 -5.403 -0.06 -0.09 -0.04
H -10.662 2.831 -6.207 0.00 -0.05 0.14
H 2.023 6.091 7.265 -0.09 0.00 -0.11
H 1.341 6.645 4.317 -0.06 -0.12 0.12
H 4.451 -0.362 -0.870 -1.60 0.24 0.28
H 0.276 -2.643 2.820 0.25 -0.11 -1.40
H 2.934 6.146 4.894 -0.07 -0.08 0.08
H 8.458 -0.461 1.747 -0.06 0.02 -0.09
H -0.405 -4.816 2.019 0.91 -0.35 -0.86
H 2.235 -6.288 1.034 -1.27 -0.24 0.64
H 1.154 -11.566 1.773 -0.11 0.03 0.01
H 3.658 2.219 -2.575 0.45 0.31 1.34
H 3.889 2.783 -7.574 0.05 -0.08 0.10
H -0.587 0.242 -0.736 0.78 0.53 -0.81
H 7.338 -1.825 1.831 -0.10 0.11 -0.11
H -1.136 -7.623 4.566 -0.13 0.57 0.18
H 8.298 -0.529 -0.784 -0.11 -0.07 0.06
H -1.030 -6.327 6.750 0.01 -0.03 -0.11
H 4.035 -0.536 -4.433 0.17 -0.19 1.46
H -5.034 0.933 -0.748 -0.11 -0.19 -1.38
H -5.168 -0.225 -4.459 -1.12 -0.32 0.55
```
Positions in Å, forces in eV/Å.

---

Here is the ion C6H11IN3O with charge +1 in a non-equilibrium geometry from OMol25. Energies are from the ωB97M-V functional and the def2-TZVPD basis.

The energy above the lowest of the compared OMol25 structures with the same formula, charge and spin is 32.0 kcal/mol. The multiplicity is 1. The molar mass comes out at 268.078 g/mol. As for the charge: +1. The electronic energy is -21005.24026 eV. For the frontier orbital gap (alpha / beta), the calculation gives 0.251 / 0.251 Eh.

Geometry as XYZ:
```
22
Properties=species:S:1:pos:R:3:forces:R:3
I 4.637 3.358 0.547 0.68 0.04 -0.32
O 3.074 1.129 -0.213 0.68 3.17 0.94
N 2.113 0.212 -0.061 1.63 -1.55 1.05
N 3.061 2.204 0.571 -1.79 -2.70 -1.26
N 0.083 1.219 -0.719 -1.16 0.37 -0.61
C 0.007 -0.957 0.259 1.82 -0.48 -0.52
C -1.418 -0.444 0.112 -2.11 0.04 0.82
C -1.866 0.055 1.541 -0.81 -1.91 -2.36
C 0.288 -2.171 -0.656 3.68 2.39 1.36
C -1.242 0.677 -0.966 0.48 -2.45 -2.30
C 0.842 0.302 -0.191 -0.33 -0.52 0.47
H -2.769 0.595 1.506 -1.19 0.77 -0.18
H -2.083 -0.851 2.104 0.40 0.15 0.37
H -1.134 0.657 1.937 1.72 1.21 1.33
H -0.127 -2.053 -1.580 -0.90 0.34 -2.70
H 0.429 -1.312 1.260 -1.16 1.04 -0.94
H 1.410 -2.333 -0.698 -1.38 0.03 -0.19
H -2.248 -1.227 -0.169 2.05 1.30 0.02
H 0.266 2.069 -1.246 0.89 -0.31 0.51
H -0.147 -2.958 -0.194 -1.28 -2.70 1.34
H -1.863 1.484 -1.034 -2.33 1.92 0.84
H -1.313 0.344 -2.108 0.40 -0.17 2.33
```
Positions in Å, forces in eV/Å.

---

electronic energy of number 4 (C6H11IN3O)? -21005.24026 eV